[1]
C19H26NO5P | ωB97M-V/def2-TZVPD

Structure (XYZ):
```
52
Properties=species:S:1:pos:R:3
C 4.34717 0.73005 0.80699
H -2.26700 2.25066 2.49758
H -0.54889 -3.93899 -1.19348
O 4.99746 1.70900 -1.21369
C -4.02694 2.57179 1.32865
H -4.24031 -2.71200 -1.54814
H -3.18076 -0.71551 -0.49334
H 4.05550 3.15790 -2.36407
O 0.71066 -1.78316 -0.17269
C 2.05047 0.31766 1.35252
H 0.41404 -5.12563 -0.29515
C 0.41230 -4.12665 -0.72393
C 0.66828 -3.09662 0.36423
O -1.42760 -1.08686 1.15879
N -0.50439 1.81468 0.62200
C -2.76135 -1.16612 -1.39736
H -1.81181 1.88720 -1.73967
H -2.83081 -3.14319 -0.56912
H 1.18710 -4.06199 -1.48374
C -3.76444 2.35258 -1.03456
H 1.64529 -3.27062 0.82900
C 1.29200 -0.86431 3.28485
C -4.57652 2.60318 0.05698
H 1.93456 -1.72166 3.06403
C 2.62797 1.32815 -0.75648
H -0.10955 -3.14441 1.13488
C 4.68075 2.26503 -2.46656
H 0.32361 -1.21761 3.63532
H -2.70473 -3.10467 -2.33842
P -0.55710 -0.81285 0.01170
H 1.76049 -0.24518 4.05771
C 0.21122 0.88089 -0.21280
H 4.17680 1.53951 -3.11323
C 3.39530 0.25531 1.68862
H -5.62480 2.82122 -0.08056
O -1.35058 -1.00981 -1.39437
C -1.86244 2.01957 0.40916
H -4.64847 2.76544 2.19093
C -3.15924 -2.63165 -1.47072
O 1.01566 -0.11283 2.12912
H 5.39534 0.68709 1.05576
H 2.30491 1.73344 -1.70199
C -2.42167 2.06692 -0.86767
C -2.68923 2.28468 1.50335
C 1.66785 0.85450 0.12129
H -0.30852 1.62866 1.59919
H 3.71212 -0.16054 2.63190
C 3.97739 1.27076 -0.42158
H -4.17895 2.38044 -2.03240
H -3.12711 -0.62201 -2.27330
H 5.63392 2.54334 -2.91358
H 0.08504 1.15523 -1.26199
```

Computed properties:
Frontier orbital gap, eV: 8.569
HOMO level, eV: -7.8
Relative energy (zero: lowest compared OMol25 entry of this formula, charge and spin), kJ/mol: 18.4
LUMO energy, Eh: 0.027

The Mulliken scheme yields these atomic charges, measured in e: -0.89 0.36 0.17 -0.48 -0.68 0.46 0.26 0.32 -0.26 0.53 0.40 -1.15 -0.33 -0.80 -0.26 -0.03 0.34 0.28 0.31 -0.69 0.29 -1.17 -0.53 0.41 -0.32 0.41 -0.79 0.27 0.29 1.15 0.38 0.03 0.32 -0.79 0.40 -0.39 0.67 0.37 -1.44 -0.24 0.45 0.46 -0.16 -0.43 -0.49 0.28 0.46 0.50 0.39 0.40 0.23 0.73


[2]
C6H37NO11 | ωB97M-V/def2-TZVPD

Structure (XYZ):
```
55
Properties=species:S:1:pos:R:3
H -1.63478 -4.20022 -0.75063
H -0.23474 1.02773 3.63959
H -0.81745 -3.15812 -2.35832
H 0.69090 2.07342 4.23778
H -2.35143 -3.10050 -2.50795
O 0.60390 -3.73156 -3.19450
C 2.01568 3.02153 -0.00782
H -1.46495 3.77351 1.83001
H 3.36194 2.62512 -1.63637
O -2.24701 -0.31497 -2.89840
H 2.65363 -1.47524 -3.25850
H -0.87160 -0.12997 2.29725
H -1.36624 2.51300 -1.70712
H -0.69452 2.62693 2.40471
O -3.10143 1.49833 0.38825
H 2.36832 -1.74407 2.74488
H 0.19650 1.19839 0.74000
H 2.60884 3.87773 0.30737
H 1.83178 1.73430 -1.81794
H 2.51125 -1.67500 -4.79624
H -2.84497 -1.51817 -0.45452
H 1.35507 -3.20985 -3.55821
O -2.23208 2.30216 -2.06458
H -0.38076 -1.46328 1.28977
H 1.34307 0.22046 -0.16380
O -3.62353 -0.99899 -0.67791
O -1.64009 -2.84091 -1.90965
O 2.36046 1.33782 4.21723
C -0.06422 -0.84608 2.13705
H -2.24293 1.38607 -2.44247
C 2.28330 2.66797 -1.47639
C 1.17778 0.74034 0.79887
H 3.26152 1.50448 0.91842
O 2.62433 -2.13317 -3.95904
H 2.16575 -1.82123 0.96609
H -3.02985 -0.43259 -2.30618
H 3.20724 1.72648 3.97309
H 2.13858 2.29548 1.97495
H -0.80090 -4.79154 0.37144
H 2.17391 0.70983 3.51192
O -0.23650 1.95043 3.92132
O -1.48996 -5.03286 -0.25256
H -3.00519 1.88286 -0.51536
H 3.24947 -0.65830 1.64747
C 2.29099 -1.15786 1.82258
H 1.87551 3.46783 -2.11252
C 2.21212 1.85284 0.97302
H 0.63285 -4.53025 -3.73165
H 0.99583 3.39312 0.09214
H -0.06686 -1.50303 3.00537
H -3.50741 -0.14490 -0.17451
N 1.21748 -0.16367 1.97196
O -1.03306 2.96442 1.52965
H -1.66036 -1.04626 -2.61724
H -2.38761 1.93350 0.92516
```

Computed properties:
Frontier orbital gap, eV: 9.549
HOMO level, eV: -9.8
Relative energy (zero: lowest compared OMol25 entry of this formula, charge and spin), kJ/mol: 128.7
LUMO energy, Eh: -0.009

The Mulliken scheme yields these atomic charges, measured in e: 0.43 0.34 0.46 0.40 0.32 -0.65 -0.66 0.29 0.34 -0.75 0.33 0.42 0.27 0.35 -0.78 0.34 -0.08 0.49 0.25 0.34 0.29 0.38 -0.77 0.09 0.11 -0.73 -0.89 -0.76 -1.15 0.50 -1.25 0.05 0.38 -0.71 0.36 0.42 0.31 0.15 0.29 0.40 -0.82 -0.63 0.49 0.33 -1.08 0.39 -0.29 0.29 0.17 0.41 0.46 0.36 -0.67 0.35 0.33


[3]
C28H29N4ReSSi | ωB97M-V/def2-TZVPD

Structure (XYZ):
```
64
Properties=species:S:1:pos:R:3
H 7.33768 2.70318 2.96824
H -0.86770 -2.34379 4.57709
H 0.20629 -3.48512 -3.05740
H -2.68945 1.98955 1.88385
C 5.53809 2.22159 1.92027
H 5.44691 1.23439 2.35856
H 3.93511 4.26056 -0.27618
C -3.12924 2.33979 -4.15232
C -1.75172 0.52474 -3.39115
H 5.83210 5.72947 0.34091
C -0.25626 -3.32993 0.31201
H -4.29759 -2.29027 1.01949
C 0.42706 -3.57109 -2.00019
C 4.68326 3.93391 0.43133
H 2.93678 -4.46691 0.09499
Si -2.42496 -0.00753 0.46088
H 1.22403 -3.86271 1.77764
H -0.97926 1.56834 1.73454
C -1.18395 1.36782 -2.44788
C -1.81003 -2.55017 -1.42723
N 3.53033 1.80043 0.69003
H -2.04731 -2.53644 -2.48734
C -3.97887 0.13198 -0.55800
N 0.73519 1.65795 -1.23952
C -3.53181 -2.29732 1.78777
H -4.23482 -0.80185 -1.05955
H -3.89400 2.72058 -4.81542
H -4.28848 -4.09142 2.68801
C -3.53289 -3.31761 2.72856
C 1.66413 -4.00206 -1.57989
Re -0.45555 -1.01624 -0.70699
C -2.56713 -3.34211 3.72622
C 1.64095 1.22614 -0.36173
C -2.53988 3.18084 -3.21633
H -4.81053 0.40858 0.09588
H -1.02939 -3.17403 1.05664
H -2.67425 -2.73501 -0.79772
H 2.41818 -4.25268 -2.31437
S 1.59141 -0.37226 0.35675
C -1.56132 2.70106 -2.36095
H -3.87652 0.90646 -1.32064
C -1.61105 -2.33665 3.79011
H 7.52939 4.95264 1.95857
H -2.56821 -4.13765 4.45979
N 2.59823 2.12212 -0.12237
C 4.59257 2.67427 1.00942
C -0.59559 -3.27656 -1.06166
C 1.96170 -4.11706 -0.21476
H -0.85177 -0.54834 2.90197
C 5.74714 4.74606 0.78268
C 6.59644 3.04685 2.26011
C -2.72775 1.01455 -4.24449
H -2.84437 4.21665 -3.15056
C -1.61353 -1.31944 2.84655
H -1.80728 2.39296 0.41028
C 6.70234 4.30881 1.69275
H -1.41724 -0.50201 -3.47218
H -1.08811 3.34737 -1.63501
C -2.56867 -1.28389 1.82385
N -0.21674 0.83690 -1.52514
C -1.92216 1.63882 1.18953
C 1.01396 -3.77867 0.71941
H -3.16705 0.36270 -4.98741
H 3.52313 0.87879 1.12973
```

Computed properties:
Frontier orbital gap (spin up / spin down), eV: 6.321 / 6.382
HOMO level (spin up / spin down), eV: -10.5 / -11.0
<S²>: 3.94
Multiplicity: 4
Total charge: +1
Relative energy (zero: lowest compared OMol25 entry of this formula, charge and spin), kJ/mol: 0.0
LUMO energy (spin up / spin down), Eh: -0.153 / -0.168

The Mulliken scheme yields these atomic charges, measured in e: 0.37 0.44 0.42 0.48 -0.49 0.34 0.41 -0.48 -0.20 0.37 0.17 0.38 -0.42 -0.29 0.43 0.17 0.48 0.27 0.23 -0.76 0.52 0.61 -0.96 -0.73 -0.24 0.31 0.42 0.41 -0.76 -0.60 0.42 -0.46 0.34 -0.87 0.48 0.37 0.39 0.42 -0.61 -0.01 0.21 -0.76 0.39 0.42 -0.53 0.72 -0.19 -0.49 0.26 -0.56 -0.57 -0.85 0.39 -0.01 0.24 -0.51 0.55 0.51 0.37 0.67 -1.07 -0.62 0.42 0.25


[4]
C25H26BrCuN6O2PS | ωB97M-V/def2-TZVPD

Structure (XYZ):
```
63
Properties=species:S:1:pos:R:3
N -2.38114 2.18390 -1.79036
H -1.28405 4.99551 -2.79047
H 1.12376 -0.05717 4.65278
H -3.05954 -6.29788 -2.26094
P -0.11752 1.90938 -0.16487
C 4.08321 0.08656 -0.25635
C -0.36081 0.79437 2.59864
C 0.58098 2.36402 -1.87476
C 4.07265 -2.39896 -1.35514
H -3.27826 1.79030 -2.08031
H 1.10782 -5.78668 -3.08425
N 1.43337 -3.59523 -1.66205
C -0.67445 4.41924 -2.09315
H 4.07527 -3.40133 -1.75781
C 2.90702 -1.79685 -0.91393
C 5.28643 -0.44884 -0.68254
C 0.22155 -4.31200 -1.81171
H -2.13011 2.99684 -3.74063
N -0.34215 3.13638 -2.70383
C -0.11308 0.48190 6.32372
C -2.12037 -4.60664 -1.33729
C 0.19390 0.38447 4.97962
H -1.51194 0.29801 -1.36309
H -3.15683 1.91878 6.12962
H 2.21571 -3.94493 -2.18507
C -2.13978 -5.74371 -2.13586
C -1.72113 1.23798 -0.84753
H -2.38755 1.03795 -0.01256
C -2.21723 1.49761 5.79858
C -0.63273 3.66010 0.22800
O -1.05029 1.44480 1.76507
H 1.49137 2.95064 -1.72758
H 6.20209 0.11253 -0.56760
C -2.64226 3.53936 -1.10652
H 0.26866 4.26040 0.35969
H -1.28832 1.45055 -3.46467
H 0.23928 4.97117 -1.88292
C -0.98184 -6.16262 -2.76598
Br 1.13463 -0.15967 7.60099
H 6.19558 -2.17631 -1.57541
N -1.42436 4.22055 -0.85656
H 4.03750 1.06885 0.19602
O 0.63193 0.07469 2.26417
Cu 1.23349 0.10505 0.47332
C 1.56972 -2.45125 -0.95947
C -0.71550 0.86607 4.04037
C 0.19721 -5.44856 -2.60202
H -3.01795 -4.28394 -0.82394
S -0.94263 -2.44669 -0.14413
H 0.86720 1.44996 -2.40427
H -3.17938 3.33471 -0.18116
C -1.31297 1.03508 6.74463
N 0.62350 -1.86801 -0.31054
C -0.94595 -3.89571 -1.18122
C -1.92335 1.42303 4.44852
H -3.27360 4.11315 -1.78528
H -2.62751 1.78610 3.71278
N 2.92546 -0.56838 -0.37100
H -0.98742 -7.04998 -3.38317
H -1.19170 3.68761 1.16017
H -1.53942 1.10282 7.79944
C 5.27672 -1.71483 -1.23997
C -1.52288 2.42573 -3.03820
```

Computed properties:
Frontier orbital gap (spin up / spin down), eV: 6.788 / 4.978
HOMO level (spin up / spin down), eV: -12.7 / -12.7
<S²>: 0.75
Multiplicity: 2
Total charge: +2
Relative energy (zero: lowest compared OMol25 entry of this formula, charge and spin), kJ/mol: 117.7
LUMO energy (spin up / spin down), Eh: -0.217 / -0.284

The Mulliken scheme yields these atomic charges, measured in e: 0.13 0.33 0.46 0.41 2.43 0.18 1.13 -1.07 -0.84 0.36 0.40 -0.09 -0.89 0.43 0.91 -0.82 0.03 0.35 0.22 -0.16 -0.72 -0.38 0.51 0.42 0.10 -0.67 -1.30 0.43 -0.68 -1.13 -0.60 0.46 0.43 -0.73 0.42 0.38 0.37 -0.67 -0.15 0.46 0.20 0.49 -1.24 -1.01 0.54 0.59 -0.68 0.41 -0.27 0.48 0.40 -0.39 -0.07 1.04 -0.47 0.34 0.42 0.35 0.41 0.44 0.43 -0.46 -0.76


Number 1: electronic energy -41143.0074 eV. Number 2: electronic energy -30836.3327 eV. Number 3: electronic energy -56302.8389 eV. Number 4: electronic energy -174175.3840 eV.